69
Properties=species:S:1:pos:R:3 method="wB97M-V/def2-TZVPD" energy_ha=-3018.84474 e_above_lowest_ev=1.7797 e_homo_ha=-0.2176 homo_lumo_gap_ev=6.34 spin_multiplicity=1 lumo_ev=0.4238
K 0.015 0.007 0.286
S 2.455 0.720 -2.124
S -1.163 2.319 2.379
O -1.798 1.048 2.057
N 3.800 0.362 0.147
N 2.645 -0.003 0.845
N -2.195 0.107 -1.152
N -3.189 -3.566 4.538
N -0.473 -2.626 -1.379
N -3.576 -1.916 0.707
N -1.709 1.659 -2.814
N 0.113 2.991 -3.201
N -0.534 2.509 -0.967
N -3.644 0.414 -3.016
N 0.093 2.373 3.184
N 0.823 -0.928 2.620
N -0.311 -3.951 -1.492
N 5.077 0.678 -1.711
C 1.412 0.274 2.838
C -3.819 -1.205 1.809
C -0.090 -2.143 -2.549
C -3.707 -1.697 3.093
C -0.677 2.381 -2.228
C -3.205 -3.184 0.892
C 0.322 -3.167 -3.425
C -4.449 1.507 -3.547
C 3.819 0.558 -1.165
C -3.306 -3.020 3.275
C 3.379 1.817 2.330
C 2.476 0.658 1.972
C -0.525 -0.640 4.576
C -0.001 0.560 4.851
C 0.166 -4.321 -2.699
C 0.864 1.258 3.840
C -4.417 -0.758 -2.654
C -0.135 -1.353 3.387
C -3.060 -3.778 2.129
C -2.533 0.688 -2.225
H 2.951 2.456 3.093
H -0.117 -1.079 -2.722
H -0.499 -4.535 -0.697
H -4.087 -0.167 1.652
H -2.589 -4.370 4.622
H 1.651 1.801 4.361
H 5.083 0.693 -2.717
H -1.821 1.778 -3.805
H -3.006 -3.751 -0.012
H 0.999 3.301 -2.825
H 4.334 1.440 2.708
H 4.687 0.323 0.632
H -0.207 1.081 5.778
H 0.354 -5.353 -2.942
H -1.185 -1.125 5.288
H -3.084 -2.910 5.294
H -2.753 -4.814 2.213
H -3.895 -1.055 3.944
H -3.758 -1.611 -2.499
H 0.287 2.413 -4.011
H -0.558 -2.330 3.172
H -3.929 2.456 -3.443
H 0.292 3.080 -0.794
H -5.098 -0.990 -3.473
H 5.831 0.163 -1.286
H 0.687 -3.072 -4.432
H 3.584 2.427 1.451
H -5.394 1.585 -2.997
H -4.683 1.347 -4.602
H -5.006 -0.610 -1.740
H -2.905 -0.546 -0.821


57
Properties=species:S:1:pos:R:3 method="wB97M-V/def2-TZVPD" energy_ha=-1493.65527 e_above_lowest_ev=0.4304 e_homo_ha=-0.3441 homo_lumo_gap_ev=9.70 spin_multiplicity=1 lumo_ev=0.3337
S 1.812 -4.474 -3.826
O 2.833 -1.459 -0.229
O -2.455 0.885 -1.516
N -2.066 -1.181 -0.733
N 3.290 -3.767 -3.793
N 0.692 -1.113 -0.987
C -5.812 0.555 -1.146
C -2.300 -2.613 -0.692
C -6.759 1.323 -4.782
C 0.333 1.284 2.015
C 0.114 -0.115 -0.082
C 3.333 -2.829 -2.874
C -4.818 -0.295 -4.776
C -6.384 1.745 -3.363
C -3.610 -0.896 -2.642
C 0.975 0.214 1.134
C -5.537 0.813 -5.542
C 1.159 -3.518 -2.593
C 4.598 -2.053 -2.678
C 2.111 -2.641 -2.149
C -1.271 -0.613 0.352
C -5.693 0.609 -2.636
C -2.673 -0.313 -1.595
C 1.935 -1.663 -1.025
C -6.603 -0.406 -1.996
C -4.430 0.165 -3.367
H -4.838 1.643 -5.697
H 1.948 0.558 0.792
H -2.702 -2.971 -1.635
H -1.145 -1.394 1.105
H -7.670 -0.247 -2.090
H 0.150 -3.647 -2.233
H -7.509 0.527 -4.729
H -3.791 1.048 -3.462
H -1.821 0.215 0.797
H -4.988 0.164 -0.565
H -5.828 0.459 -6.533
H -0.561 0.926 2.526
H 4.437 -1.190 -2.040
H -5.715 2.612 -3.395
H -4.258 -1.651 -2.191
H 1.165 -0.693 1.711
H 0.122 -1.299 -1.797
H -0.034 0.801 -0.660
H -2.994 -2.885 0.109
H -6.345 1.361 -0.657
H -7.275 2.050 -2.807
H 1.037 1.606 2.782
H -5.469 -1.175 -4.702
H 5.348 -2.685 -2.203
H 4.989 -1.739 -3.645
H 0.054 2.162 1.429
H -3.923 -0.605 -5.322
H -7.218 2.157 -5.318
H -6.319 -1.450 -1.987
H -1.356 -3.129 -0.507
H -2.991 -1.433 -3.370


60
Properties=species:S:1:pos:R:3 method="wB97M-V/def2-TZVPD" energy_ha=-1355.39082 e_above_lowest_ev=2.5626 smiles="CC(C)Cn1[nH]c(CC(=O)N2CC(CN(C)C(=O)CC(=O)NC3CC3)C2)cc1=O" e_homo_ha=-0.3114 homo_lumo_gap_ev=8.83 spin_multiplicity=1 lumo_ev=0.3517
O -3.231 1.631 -4.846
O -1.789 1.041 -1.072
O 1.468 2.189 4.508
O 1.000 -3.604 3.550
N -3.093 2.636 -0.145
N 2.994 -1.235 2.024
N 0.085 2.282 2.746
N 2.631 -2.533 2.298
N -1.330 1.007 -3.823
C 2.234 1.085 2.533
C -2.947 2.460 -2.635
C -1.629 3.024 1.874
C 2.097 -0.422 2.681
C -0.824 -1.306 -4.721
C 1.567 -2.603 3.116
C -2.507 1.644 -3.855
C 0.486 -0.544 -4.660
C -0.227 2.659 1.347
C 1.247 -1.223 3.354
C -2.783 2.223 1.235
C -2.569 1.985 -1.218
C 2.768 -5.477 -0.088
C 2.914 -3.967 0.170
C 3.303 -3.669 1.652
C -3.955 3.825 -0.228
C -1.263 2.553 3.295
C 1.696 -3.189 -0.378
C 1.207 1.869 3.352
C -0.807 0.188 -4.902
H 0.793 -3.420 0.189
H 0.363 3.512 1.008
H 0.987 -0.419 -3.699
H -2.539 1.158 1.268
H -2.571 3.470 -2.777
H -1.748 1.640 3.647
H -4.174 4.156 -1.242
H -1.240 3.344 4.048
H 4.383 -3.546 1.739
H -0.173 1.801 0.674
H -0.985 0.592 -5.905
H 3.983 -1.202 2.222
H -1.841 4.093 1.829
H 3.224 1.411 2.845
H 3.665 -6.021 0.212
H 3.095 -4.555 2.257
H -4.911 3.629 0.259
H 2.598 -5.688 -1.144
H 2.148 1.346 1.480
H 1.927 -5.894 0.470
H 3.754 -3.623 -0.437
H 1.846 -2.110 -0.334
H -0.929 0.886 -2.902
H 1.499 -3.440 -1.421
H -3.680 2.332 1.847
H 1.193 -0.624 -5.486
H 0.428 -0.908 3.980
H -3.491 4.668 0.286
H -1.260 -1.709 -3.805
H -1.053 -1.922 -5.591
H -4.033 2.514 -2.679


67
Properties=species:S:1:pos:R:3 method="wB97M-V/def2-TZVPD" energy_ha=-6169.64755 total_charge=-1 e_above_lowest_ev=0.0000 e_homo_ha=-0.1965 homo_lumo_gap_ev=7.56 spin_multiplicity=1 lumo_ev=2.2134
As 1.290 -0.916 1.144
Ca -1.196 0.603 -0.125
S -3.251 -1.304 2.396
S 0.128 0.688 -2.670
S -1.126 -2.094 -1.308
S -1.866 -0.298 4.845
P -0.750 -1.083 -2.965
O -5.733 1.411 -0.794
O 1.997 3.859 0.821
O -2.103 -1.015 -3.790
O 0.004 2.270 0.981
O 0.147 -1.949 -3.989
N -3.390 1.137 -0.447
N -1.429 0.608 2.357
N -0.590 1.456 3.064
C 1.929 4.189 4.944
C -1.388 0.059 -5.894
C 1.023 3.200 2.925
C 1.521 -2.226 -3.643
C 1.940 3.942 2.162
C -2.081 -0.194 3.093
C -3.186 -2.429 3.814
C -3.019 1.182 -4.304
C -4.557 1.273 -0.620
C -3.143 -1.568 5.065
C 2.846 4.792 2.802
C 2.838 4.912 4.176
C -2.488 -0.123 -4.867
C 2.385 -1.722 -4.780
C 2.591 0.005 2.280
C 2.545 -1.942 0.053
C 0.077 2.253 2.266
C 0.784 -2.335 2.393
C 1.037 3.343 4.313
C 1.656 -3.714 -3.390
H -4.076 -3.055 3.779
H 1.253 3.252 0.564
H 3.073 -1.258 -0.613
H 3.544 5.347 2.189
H -0.554 0.622 -5.474
H 3.545 5.577 4.658
H 1.769 -1.671 -2.733
H -3.315 -0.670 -5.326
H -2.879 -2.158 5.943
H 0.323 2.764 4.882
H 1.984 -2.656 -0.551
H 2.067 0.429 3.137
H 3.048 0.822 1.722
H -3.749 0.993 -3.519
H -2.300 -3.061 3.744
H 3.267 -2.467 0.680
H 3.366 -0.682 2.624
H 1.665 -2.869 2.752
H -2.215 1.786 -3.886
H -4.108 -1.090 5.234
H 1.403 -4.277 -4.291
H 3.439 -1.918 -4.574
H 2.112 -2.226 -5.710
H 2.244 -0.649 -4.904
H 1.920 4.287 6.022
H -3.501 1.744 -5.108
H 0.114 -3.034 1.891
H 0.262 -1.884 3.239
H -1.017 -0.905 -6.243
H 0.982 -4.017 -2.588
H -1.788 0.614 -6.745
H 2.681 -3.958 -3.102


71
Properties=species:S:1:pos:R:3 method="wB97M-V/def2-TZVPD" energy_ha=-32991.04468 total_charge=+1 e_homo_ha=-0.4205 homo_lumo_gap_ev=7.74 spin_multiplicity=1 lumo_ev=-3.7050
I -4.527 -2.260 -4.737
Br 5.343 -4.605 2.745
Br -1.691 -0.854 4.331
Br -2.523 4.089 -3.283
Br 5.328 -0.464 3.490
Br 2.412 -2.025 1.853
Br 2.585 1.798 -1.351
Br -5.978 2.728 2.197
Br -3.475 -2.225 7.251
Br 0.731 2.329 -4.469
Br -2.755 3.115 0.440
Br -1.774 3.453 -6.860
Br 8.442 -2.790 1.926
S -2.352 -1.476 -2.398
P -4.243 0.105 -4.073
F -3.825 0.581 -1.317
O -5.729 0.585 -3.562
N -0.731 0.457 -2.036
N 0.678 -3.707 -0.146
C 1.907 -3.260 -0.103
C 2.247 3.315 -3.753
C -0.823 -0.820 -1.827
C -3.320 -1.923 4.411
C -3.265 4.410 -6.050
C 3.230 2.386 -3.096
C 3.434 -0.300 3.914
C -1.908 1.009 -2.710
C -4.181 -1.526 5.581
C -3.181 0.175 -2.451
C -0.198 -2.868 -0.686
C 2.720 -1.616 3.753
C 1.539 -1.166 -1.212
C 7.194 -5.067 3.135
C -3.128 2.445 2.230
C 0.207 -1.653 -1.209
C 7.995 -3.845 3.499
C 2.455 -1.998 -0.614
C -4.383 1.615 2.255
C -2.832 5.210 -4.848
H 3.425 1.491 -3.679
H 2.637 -3.940 0.336
H 1.825 -0.221 -1.668
H -4.023 3.665 -5.826
H 7.145 -5.757 3.975
H -3.172 3.308 2.887
H 2.699 3.812 -4.609
H 7.473 -3.184 4.185
H -3.835 -1.728 3.472
H -4.454 1.064 3.192
H 7.579 -5.587 2.264
H -3.617 5.903 -4.552
H -2.000 2.108 -2.748
H 8.951 -4.132 3.932
H -1.910 5.760 -5.012
H 3.400 0.029 4.951
H 3.503 -1.724 -0.553
H 3.267 -2.456 4.174
H 4.170 2.897 -2.898
H -1.710 0.771 -3.779
H -5.614 1.277 -2.889
H -4.451 0.922 1.421
H -5.175 -1.959 5.486
H -3.635 5.079 -6.825
H 1.846 4.063 -3.075
H -4.268 -0.449 5.700
H 1.728 -1.573 4.203
H -3.012 -2.963 4.442
H -2.264 1.837 2.491
H 0.070 1.024 -1.763
H 3.034 0.482 3.275
H -1.242 -3.179 -0.731


58
Properties=species:S:1:pos:R:3 method="wB97M-V/def2-TZVPD" energy_ha=-1579.58301 total_charge=+1 e_above_lowest_ev=0.6251 e_homo_ha=-0.3930 homo_lumo_gap_ev=8.29 spin_multiplicity=1 lumo_ev=-2.4078
Pt 0.221 -0.886 0.397
Cl 1.914 -5.060 3.525
N -1.657 -0.267 -3.345
N 0.034 1.174 2.677
N 2.158 -0.521 1.338
N -1.810 2.300 0.837
C 0.247 -3.017 2.991
C -2.222 0.646 -2.302
C -1.587 -1.797 -0.055
C 0.730 0.463 -1.055
C -0.625 -2.281 2.152
C 0.829 -4.159 2.522
C -0.887 3.173 1.558
C 0.538 -4.644 1.227
C -0.321 2.580 2.853
C 1.218 1.183 -3.346
C -0.921 -2.741 0.851
C -0.243 -0.783 -3.016
C 1.396 1.631 -0.651
C 2.390 0.488 2.410
C -0.310 -3.952 0.416
C 1.892 2.306 -2.905
C 1.206 0.648 3.351
C -1.735 0.378 -4.685
C 0.613 0.299 -2.449
C 1.951 2.540 -1.539
H -1.828 -2.210 -1.033
H 1.468 1.842 0.406
H 2.387 -1.441 1.711
H 0.137 -1.189 -3.952
H -3.266 0.829 -2.546
H 0.569 3.140 3.152
H -2.117 0.179 -1.330
H -1.386 4.118 1.782
H 0.429 -2.697 4.008
H -2.439 -1.264 0.367
H 1.522 1.290 4.181
H 2.820 -0.353 0.586
H -0.529 -4.321 -0.578
H -0.769 0.593 2.848
H 2.359 2.983 -3.608
H -1.228 -1.494 2.589
H -1.323 1.428 0.641
H 0.969 -0.323 3.792
H 3.280 0.210 2.980
H 1.168 0.977 -4.411
H -0.068 3.407 0.876
H -1.052 2.700 3.663
H -2.250 -1.095 -3.373
H -1.662 1.575 -2.309
H -0.375 -1.578 -2.288
H -2.619 2.082 1.409
H -2.774 0.624 -4.893
H 0.997 -5.565 0.894
H -1.351 -0.305 -5.437
H 2.604 1.445 1.934
H -1.140 1.287 -4.660
H 2.447 3.425 -1.159


57
Properties=species:S:1:pos:R:3 method="wB97M-V/def2-TZVPD" energy_ha=-1359.18650 smiles="CC[C@@H](I)[C@H]1NC(=O)C[C@@]1(CCCOC)Cc1ccccc1.CCO" e_homo_ha=-0.3160 homo_lumo_gap_ev=8.93 spin_multiplicity=1 lumo_ev=0.3286
I -0.969 -1.200 2.379
O 3.251 1.048 -2.450
O 1.427 -3.773 -2.626
O -0.370 4.674 2.908
N 2.047 -0.136 -0.673
C 0.065 -1.421 0.433
C 0.705 0.022 0.023
C -3.112 1.576 0.866
C -3.663 -0.777 -0.253
C -4.772 -0.979 0.800
C 2.424 -4.459 -3.373
C 3.806 -4.020 -2.929
C 1.343 -2.382 0.759
C 0.819 4.292 3.659
C 0.656 1.063 -2.199
C -0.122 4.489 1.479
C -4.257 1.376 1.921
C 0.158 2.945 1.115
C 0.923 -3.761 1.483
C -1.650 0.637 -1.334
C -2.781 0.527 -0.216
C -0.170 2.628 -0.422
C -0.195 1.062 -0.802
C 2.184 0.723 -1.877
C -5.093 0.056 1.903
H 1.001 5.087 4.480
H -5.371 -1.944 0.771
H 0.750 -3.666 2.606
H 2.292 -5.530 -3.209
H 0.685 3.107 -1.038
H -0.607 -1.862 -0.375
H 0.703 3.292 4.211
H -5.902 -0.074 2.701
H 1.826 -4.476 1.365
H -1.040 4.848 0.881
H 0.802 5.107 1.211
H 1.238 2.669 1.420
H 1.748 4.278 2.970
H -3.488 -1.581 -1.056
H 0.308 0.213 -2.909
H 2.769 0.180 -0.005
H -4.431 2.218 2.685
H -1.549 -0.362 -1.883
H 2.272 -4.251 -4.437
H 1.544 -2.826 -2.783
H 4.582 -4.544 -3.492
H -0.529 2.301 1.767
H 0.500 1.976 -2.884
H 1.973 -1.791 1.513
H -1.125 3.169 -0.777
H 1.916 -2.680 -0.187
H -2.535 2.553 0.923
H 3.934 -2.943 -3.071
H -1.988 1.429 -2.105
H 0.050 -4.273 0.930
H 3.947 -4.219 -1.863
H 1.065 0.382 1.064


59
Properties=species:S:1:pos:R:3 method="wB97M-V/def2-TZVPD" energy_ha=-1589.96985 e_above_lowest_ev=0.4282 smiles="COc1ccc(S(=O)(=O)NC[C@H]2CC[C@@H](C(=O)NCCC(C)C)CC2)cc1" e_homo_ha=-0.3248 homo_lumo_gap_ev=9.29 spin_multiplicity=1 lumo_ev=0.4516
S 0.744 0.692 0.127
O 0.576 6.229 2.129
O 0.403 0.646 -1.267
O 0.015 -0.148 1.038
O -0.769 -4.300 -2.196
N 2.384 0.392 0.268
N -0.759 -2.554 -0.778
C 0.605 2.626 2.055
C -3.132 1.029 -0.831
C 0.656 2.373 0.695
C 0.577 3.929 2.501
C -0.265 -3.703 -1.260
C 2.453 -2.184 -0.850
C 0.601 4.990 1.588
C 1.154 -4.145 0.910
C 2.906 -0.646 1.133
C -2.878 -1.434 -0.319
C 1.012 -4.250 -0.612
C 2.699 -2.110 0.659
C 2.234 -3.625 -1.296
C -1.859 -1.838 -1.386
C 0.645 4.718 0.221
C -3.841 -0.322 -0.756
C 1.563 -2.771 1.449
C 0.674 3.405 -0.218
C 0.591 7.350 1.274
C -4.525 -0.652 -2.081
H 0.655 5.516 -0.505
H 0.711 -2.096 1.483
H 1.893 -2.899 2.484
H 0.999 -5.316 -0.870
H -2.296 -2.498 -2.137
H -3.808 -0.641 -2.897
H -2.330 1.013 -1.564
H 0.565 8.218 1.931
H -4.617 -0.248 0.016
H -1.456 -0.945 -1.876
H 0.221 -4.451 1.387
H 2.098 -3.661 -2.379
H -3.836 1.811 -1.109
H 2.803 0.403 -0.648
H -3.450 -2.316 -0.024
H 1.923 -4.866 1.204
H 1.584 -1.585 -1.125
H -0.301 -2.055 -0.034
H -0.284 7.365 0.618
H 0.535 4.162 3.553
H 0.573 1.796 2.742
H 3.622 -2.662 0.871
H 0.698 3.169 -1.269
H -2.326 -1.081 0.555
H 3.119 -4.218 -1.048
H 3.323 -1.778 -1.376
H -5.301 0.080 -2.299
H -2.695 1.283 0.133
H 1.503 7.381 0.670
H -4.986 -1.636 -2.039
H 2.421 -0.504 2.100
H 3.973 -0.437 1.253